{"formula": "C6H9NO2", "method": "ωB97M-V/def2-TZVPD", "symbols": ["C", "C", "O", "C", "C", "C", "N", "C", "O", "H", "H", "H", "H", "H", "H", "H", "H", "H"], "positions_angstrom": [[-1.059, -1.192, -2.331], [-1.881, -0.252, -1.337], [-1.150, 0.880, -0.930], [-0.370, 0.802, 0.056], [0.233, -0.239, 0.768], [1.241, 0.311, 1.528], [2.537, 0.055, 2.141], [1.057, 1.647, 1.786], [0.027, 1.982, 0.672], [-1.248, -2.476, -2.164], [-0.889, -0.931, -3.373], [-0.105, -1.340, -1.933], [-2.193, -0.853, -0.547], [-2.740, 0.454, -1.879], [0.154, -1.182, 0.152], [2.187, 0.763, 3.057], [2.564, -1.046, 2.332], [1.636, 2.618, 2.001]], "lowdin_charge": [-0.0632, -0.1845, 0.0250, -0.3840, 0.0104, -0.4120, 0.0056, -0.0401, -0.0110, 0.1634, 0.0583, 0.0004, 0.0866, 0.1873, 0.1172, 0.1734, 0.1209, 0.1462], "e_homo_ha": -0.277, "smiles": "CCOc1cc(N)co1", "de_lowest_kcal_mol": 150.5, "fmax_ev_per_a": 7.58, "lumo_ha": 0.0287, "homo_lumo_gap_ha": 0.3061}